Here is a 2-piece molecular cluster, C2H3Br2N3 overall from OMol25. Energies are from ωB97M-V/def2-TZVPD.

Geometry as XYZ:
```
10
Properties=species:S:1:pos:R:3:forces:R:3:mulliken_spin:R:1
C 0.86986 0.86253 -0.09390 -5.359 3.785 -0.983 0.663
C 1.64591 -0.19137 -0.36733 2.830 -3.260 0.101 0.699
N -0.54082 0.76406 -0.02791 2.816 1.806 0.225 0.196
N 3.61603 -3.51303 0.41225 -0.271 0.470 2.245 0.000
N 3.48863 -3.28086 1.48474 0.266 -0.490 -2.237 0.002
Br 1.52024 2.64793 0.43270 0.248 0.396 1.087 0.227
Br 3.48485 0.07517 -0.47932 -0.324 -0.513 -0.563 0.163
H 1.19089 -1.15523 -0.35698 0.573 -1.006 0.180 0.022
H -1.05879 -0.03810 0.25072 0.003 -1.049 0.361 0.027
H -0.81350 1.60757 0.46733 -0.782 -0.139 -0.415 0.002
```
Positions in Å, forces in eV/Å.

Output
* Kohn-Sham gap (spin up / spin down): 5.77 / 7.73 eV
* multiplicity: 3

Here is C43H36HfN6O3S2Se2 as an isolated structure from OMol25. Energies are from ωB97M-V/def2-TZVPD.

Geometry as XYZ:
```
93
Properties=species:S:1:pos:R:3:forces:R:3:mulliken_charge:R:1
Hf 0.06725 -0.06118 -0.03810 0.480 0.317 0.928 -0.923
S -4.32075 1.61482 -0.38070 0.370 -0.007 0.145 -0.369
C -3.62765 2.80362 0.67910 0.405 -0.371 -0.197 0.652
C -4.24855 3.86862 1.30610 -0.005 0.036 0.027 -0.673
C -3.48395 4.68242 2.11980 -0.106 0.033 -0.041 -0.752
C -2.11095 4.47252 2.24480 -0.047 -0.090 -0.032 -0.758
C -1.49095 3.41452 1.61300 0.141 -0.159 -0.122 0.029
C -2.25685 2.52872 0.85530 -0.468 0.769 0.373 -1.380
N -1.82725 1.37482 0.24980 0.048 -0.767 -0.806 0.562
C -2.77875 0.79462 -0.43800 -0.615 0.879 0.221 0.449
C -2.66605 -0.48698 -1.09130 0.024 -1.040 -0.216 1.013
C -3.57595 -0.85398 -2.08890 0.068 0.202 0.250 -0.799
C -3.48065 -2.09658 -2.67820 0.004 0.000 -0.018 -1.241
C -2.51515 -2.98748 -2.22940 0.061 -0.009 0.105 -0.782
C -1.61705 -2.61468 -1.23790 -0.077 -0.091 0.225 -0.199
C -1.63135 -1.34678 -0.63980 -1.191 -0.051 -1.093 1.474
H -5.30175 4.04072 1.15320 -0.144 0.095 0.068 0.447
H -3.95495 5.49742 2.64890 -0.014 0.102 0.000 0.411
H -1.52565 5.15112 2.84690 0.090 0.033 0.053 0.459
H -0.42175 3.27892 1.67400 -0.038 -0.045 -0.037 0.424
H -4.32495 -0.14488 -2.41610 -0.092 0.009 -0.116 0.478
H -4.13955 -2.36598 -3.49150 -0.067 -0.029 0.002 0.355
H -2.44165 -3.96908 -2.67820 0.000 -0.062 -0.009 0.447
H -0.87685 -3.34268 -0.91660 0.040 0.038 -0.108 0.466
Se 0.49385 2.28882 4.31870 -0.028 0.002 -0.291 -0.175
Se -0.00985 0.42842 2.91280 0.059 0.106 1.293 0.324
C -1.90495 0.33212 3.09630 -0.520 -0.024 0.167 0.599
C -2.67865 0.99182 4.04690 0.383 0.016 0.006 -0.720
C -4.04605 0.79322 4.01280 -0.041 -0.103 -0.178 -0.441
C -4.58295 -0.06598 3.06150 0.083 0.082 0.095 -1.130
C -3.72105 -0.67588 2.16280 -0.227 -0.026 0.101 -0.419
N -2.41315 -0.46638 2.16760 0.189 0.043 0.410 0.485
C 1.75095 2.82952 2.95000 0.303 -0.924 -0.058 0.347
C 1.89905 4.22742 2.59420 0.025 0.331 -0.232 -0.415
C 2.32385 4.51832 1.36340 -0.094 -0.054 0.026 -0.969
C 2.59435 3.42032 0.38500 0.257 -0.348 0.004 -0.244
C 2.77565 2.00912 1.02260 0.055 0.078 -0.516 -0.096
N 2.26745 1.84372 2.33760 -0.019 0.213 0.861 -0.415
H -2.21505 1.64862 4.77300 -0.116 -0.020 -0.042 0.321
H -4.68425 1.31132 4.71290 -0.065 0.001 0.083 0.449
H -5.64485 -0.24898 3.01260 -0.086 -0.021 -0.030 0.441
H -4.08475 -1.34758 1.39390 -0.051 -0.023 -0.055 0.520
H 1.66065 4.96922 3.34210 -0.031 0.162 -0.043 0.485
H 2.45045 5.53712 1.03070 0.019 0.195 0.083 0.400
H 3.36405 3.70932 -0.33820 -0.081 0.007 0.057 0.593
H 3.70775 1.45992 0.87630 -0.077 -0.032 0.009 0.385
C 4.83895 2.25972 -6.26960 -0.009 -0.051 0.016 -1.462
C 3.65845 1.92842 -5.40820 -0.072 0.011 0.068 1.048
C 3.82835 1.64022 -4.05670 -0.117 -0.019 -0.011 -1.035
C 2.76465 1.19592 -3.29220 0.109 -0.015 0.196 -0.260
C 1.51405 1.05222 -3.86850 -0.208 -0.428 0.280 -0.035
C 1.31585 1.38242 -5.19490 -0.233 -0.032 -0.034 -0.555
C 2.38555 1.82102 -5.95910 -0.004 -0.052 0.135 -0.981
S 0.24345 0.21062 -2.92070 0.040 0.181 -1.495 2.377
O -0.47715 1.17192 -2.07840 0.352 -0.001 0.555 -0.744
O -0.57935 -0.54768 -3.82750 0.539 0.213 0.128 -0.844
N 1.05545 -0.59738 -1.83590 -0.573 0.412 0.159 0.335
C 1.40445 -1.93318 -1.83860 0.772 -1.385 -0.013 0.650
C 1.53575 -2.74208 -2.95080 -0.036 0.167 0.197 -0.654
C 1.87325 -4.08808 -2.79950 -0.001 -0.086 -0.107 -1.104
C 2.10765 -4.60208 -1.54530 -0.056 0.066 0.086 -0.753
C 1.99945 -3.79678 -0.40590 -0.269 0.398 -0.419 0.955
C 2.32845 -4.25598 0.91180 0.093 0.209 0.510 -1.043
C 2.11615 -3.46818 1.97050 0.100 -0.104 -0.166 -1.488
C 1.45225 -2.14208 1.82090 -0.149 0.420 0.704 0.341
N 1.53725 -1.56978 0.52230 -0.631 0.314 0.075 -0.171
C 1.62645 -2.44858 -0.53100 0.479 -0.392 -0.988 -0.215
H 5.55625 2.89222 -5.75190 0.043 0.038 0.051 0.375
H 4.53325 2.75682 -7.18530 -0.003 0.051 -0.102 0.376
H 5.34405 1.33152 -6.53920 0.112 0.017 -0.081 0.289
H 4.81035 1.71672 -3.60920 0.051 0.033 0.020 0.409
H 2.89125 0.91812 -2.25560 0.126 0.028 0.026 0.364
H 0.33025 1.26102 -5.61470 -0.087 -0.046 -0.199 0.541
H 2.24385 2.03512 -7.00790 -0.061 0.071 -0.100 0.354
H 1.34915 -2.32188 -3.92770 -0.026 -0.029 -0.103 0.508
H 1.94955 -4.72158 -3.67310 0.016 0.007 -0.005 0.399
H 2.37855 -5.63968 -1.40990 0.047 -0.112 -0.056 0.457
H 2.81075 -5.21748 1.01260 0.051 -0.136 0.085 0.464
H 2.45245 -3.74208 2.95890 -0.010 -0.129 0.046 0.539
H 1.88005 -1.42988 2.55760 -0.175 -0.338 -0.264 0.163
N 1.37875 2.89352 -0.27440 -0.151 0.554 -0.424 -0.513
C 1.52245 1.67702 0.15680 0.648 1.229 0.110 0.300
C -0.76875 -4.41558 2.69190 0.072 0.359 -0.054 -1.635
C -0.60335 -2.95498 3.11160 -0.302 -0.039 0.296 0.533
C 0.07055 -2.84458 4.48020 -0.139 0.298 -0.292 -1.432
O -0.01845 -2.13428 2.09570 0.678 -0.599 -0.317 0.628
H -1.49055 -4.89528 3.35000 -0.090 -0.056 0.057 0.472
H 0.16925 -4.95928 2.74980 0.036 -0.077 -0.012 0.386
H -1.13855 -4.45508 1.67140 -0.056 -0.085 -0.146 0.302
H -1.60915 -2.52238 3.19190 0.171 -0.120 0.041 0.333
H 1.04605 -3.31918 4.48490 0.152 -0.063 0.045 0.275
H -0.54955 -3.34638 5.21870 -0.064 -0.064 0.101 0.451
H 0.18135 -1.79928 4.77230 0.033 -0.068 0.047 0.189
```
Positions in Å, forces in eV/Å.

Output
* Kohn-Sham gap: 6.56 eV
* multiplicity: 1